No. 1
# C23H16ClIrN2O3S2

C23H16ClIrN2O3S2 as an isolated structure at a distorted geometry (wB97M-V/def2-TZVPD, the Open Molecules 2025 dataset).

```
48
Properties=species:S:1:pos:R:3:nbo_charge:R:1
Ir -0.84815 -0.12538 -1.06340 1.374
S -1.19913 -1.06137 -3.36907 -0.103
C -2.01958 -2.20382 -2.40218 -0.105
N -2.02604 -1.97267 -1.12705 -0.579
C -2.87876 -2.83490 -0.44151 0.112
C -3.22345 -2.84674 0.89273 -0.206
C -4.17213 -3.75762 1.37401 -0.201
C -4.67267 -4.71718 0.50349 -0.207
C -4.36616 -4.73912 -0.84756 -0.201
C -3.48228 -3.77553 -1.30601 -0.230
S -2.94280 -3.53229 -2.93289 0.469
H -2.72557 -2.12901 1.55795 0.237
H -4.42054 -3.78148 2.41096 0.224
H -5.44141 -5.37533 0.86769 0.218
H -4.80931 -5.49021 -1.50355 0.228
C 5.40863 -0.65151 -1.45265 -0.620
C 4.84179 0.59898 -0.78649 -0.059
C 5.25345 1.86460 -1.20366 -0.202
C 4.63677 2.96651 -0.63589 -0.069
Cl 5.12895 4.52847 -1.15597 0.005
C 3.61474 2.82235 0.30816 -0.225
C 3.22601 1.55251 0.74585 -0.300
C 3.91531 0.45865 0.22638 0.365
O 3.69356 -0.83717 0.56993 -0.503
C 2.48140 -1.20489 1.23596 -0.168
C 1.24071 -0.84306 0.41325 0.748
O 0.11781 -1.00231 0.91836 -0.676
O 1.28834 -0.51114 -0.83352 -0.704
H 6.16311 -0.29251 -2.19030 0.209
H 4.60215 -1.18667 -1.99222 0.230
H 5.86118 -1.31402 -0.73422 0.225
H 6.03018 1.99734 -1.90976 0.224
H 3.13049 3.74429 0.66563 0.227
H 2.45150 1.49583 1.53159 0.223
H 2.36087 -0.78040 2.25423 0.209
H 2.56791 -2.26031 1.26955 0.232
N -3.71727 5.77303 2.41107 -0.299
C -3.22700 4.86273 1.93448 0.275
C -2.66298 3.70542 1.28499 -0.165
C -1.31282 3.59425 1.08870 -0.166
C -0.81309 2.53279 0.35981 -0.226
C -1.67637 1.58758 -0.23809 -0.371
C -3.05662 1.71525 0.03520 -0.156
C -3.54999 2.77165 0.76955 -0.193
H -0.67062 4.30004 1.62093 0.229
H 0.28192 2.47083 0.28949 0.225
H -3.76194 0.96584 -0.35587 0.212
H -4.62010 2.91770 0.94194 0.233
```

* <S²>: 6.01
* ΔE to the lowest compared entry with this formula, charge and spin: 9.5 kJ/mol
* frontier orbital gap (spin up / spin down): 8.65 / 6.02 eV
* spin multiplicity: 5


No. 2
# C23H16O5PYb

C23H16O5PYb as an isolated structure at a distorted geometry (wB97M-V/def2-TZVPD, the Open Molecules 2025 dataset).

```
46
Properties=species:S:1:pos:R:3:nbo_charge:R:1
O -0.94927 6.51848 -3.58884 -0.451
C -0.32006 5.85005 -2.88600 0.458
Yb 0.14527 2.61265 0.49445 0.985
O 2.07128 4.24938 -1.45725 -0.239
C 1.41758 3.69707 -0.65058 0.467
C 1.58860 1.86411 1.70164 0.476
O 2.41381 1.25539 2.26452 -0.264
C -1.37091 2.25414 1.80661 0.471
O -2.32606 1.93425 2.40574 -0.286
C 0.28851 4.48590 1.79328 0.521
O 0.27040 5.54146 2.40711 -0.328
H -1.07671 3.76698 -0.19091 -0.302
C -1.96662 -3.15728 -2.99966 -0.163
C -2.51950 -1.87754 -2.96023 -0.198
C -1.93271 -0.87772 -2.20979 -0.231
C -0.77102 -1.14188 -1.46587 -0.225
C -0.24043 -2.42213 -1.49832 -0.243
C -0.81816 -3.42058 -2.26590 -0.174
P -0.16122 0.23062 -0.42677 0.707
C -1.07618 -0.44633 1.08482 -0.327
C -0.45292 -0.60711 2.29106 -0.268
C -1.12450 -1.08196 3.40139 -0.196
C -2.47204 -1.40750 3.31539 -0.148
C -3.12487 -1.23134 2.09850 -0.191
C -2.45006 -0.74992 1.00045 -0.157
C 1.62564 -0.27589 -0.38867 -0.362
C 2.05456 -1.30054 0.41606 -0.246
C 3.38838 -1.67978 0.45764 -0.163
C 4.31475 -1.01554 -0.34198 -0.151
C 3.88948 0.01876 -1.16550 -0.218
C 2.55955 0.39515 -1.20215 -0.156
H -2.43286 -3.94689 -3.59736 0.246
H -3.43714 -1.66996 -3.52988 0.244
H -2.39210 0.12014 -2.17987 0.217
H 0.66918 -2.71422 -0.92252 0.230
H -0.37189 -4.42711 -2.29401 0.243
H 0.62497 -0.34927 2.43239 0.212
H -0.59496 -1.20546 4.36396 0.247
H -3.00624 -1.78369 4.19560 0.254
H -4.20211 -1.48079 2.03491 0.255
H -3.02587 -0.60661 0.05527 0.240
H 1.35164 -1.86803 1.05784 0.245
H 3.70763 -2.50620 1.11329 0.251
H 5.36870 -1.31958 -0.30794 0.255
H 4.63215 0.54144 -1.79504 0.253
H 2.23434 1.23492 -1.86688 0.211
```

* <S²>: 0.75
* frontier orbital gap (spin up / spin down): 4.65 / 4.68 eV
* charge: +2
* spin multiplicity: 2


No. 3
# C23H17Br5N4O2Pd

C23H17Br5N4O2Pd as an isolated structure at a distorted geometry (wB97M-V/def2-TZVPD, the Open Molecules 2025 dataset).

```
52
Properties=species:S:1:pos:R:3:nbo_charge:R:1
Pd 0.24733 -0.04546 0.53185 1.017
Br 2.84761 2.12513 6.49130 0.298
C 2.66372 1.39129 4.79189 -0.080
C 3.83756 1.17461 3.96770 -0.072
Br 5.52918 1.48469 4.67346 0.300
C 3.71560 0.75797 2.65742 -0.277
Br 5.17828 0.52987 1.51810 0.216
C 2.42660 0.50615 2.11586 0.509
O 2.23061 0.24630 0.90920 -0.506
C 1.24553 0.52838 3.02306 0.428
O 0.15830 0.09882 2.58457 -0.489
C 1.40470 1.05883 4.33186 -0.243
Br -0.14600 1.28761 5.34593 0.216
Br 0.40189 5.86679 -3.64645 0.150
C 0.50773 4.11290 -2.97116 -0.059
C 0.55293 3.02983 -3.83967 -0.215
C 0.58387 1.74671 -3.33984 -0.202
C 0.55686 1.49988 -1.95796 0.141
C 0.56033 2.61712 -1.10258 -0.220
C 0.54030 3.90296 -1.59802 -0.220
N 0.51901 0.20106 -1.42664 -0.395
C 0.78488 -0.84729 -2.14204 0.154
C 0.85224 -2.16772 -1.58859 0.087
C 1.11229 -3.29608 -2.38000 -0.168
C 1.18413 -4.53754 -1.78642 -0.146
C 1.01211 -4.64973 -0.41234 -0.195
C 0.76652 -3.48791 0.31081 0.044
N 0.67463 -2.29950 -0.26420 -0.510
H 0.56351 3.19608 -4.90773 0.253
H 0.61097 0.92474 -4.04290 0.215
H 0.61043 2.48384 -0.03198 0.211
H 0.55709 4.75027 -0.92667 0.246
H 1.00171 -0.71206 -3.19476 0.218
H 1.25727 -3.17257 -3.44631 0.242
H 1.38046 -5.42104 -2.37883 0.253
H 1.07694 -5.60629 0.08644 0.253
H 0.63870 -3.51959 1.38742 0.215
C -4.56322 -2.48951 -0.30298 -0.663
C -3.66646 -1.33304 -0.04867 0.241
C -3.94584 -0.00145 0.18859 -0.322
C -2.71778 0.63224 0.39888 0.218
N -1.73746 -0.26922 0.28629 -0.313
N -2.32815 -1.45313 0.01595 -0.333
C -2.44520 2.06210 0.71049 -0.656
H -5.59304 -2.15180 -0.37592 0.258
H -4.50046 -3.20975 0.51438 0.246
H -4.29973 -3.00345 -1.22778 0.242
H -4.91855 0.45936 0.20228 0.257
H -1.78201 -2.29161 -0.07610 0.426
H -3.35900 2.55179 1.03949 0.255
H -2.08341 2.58739 -0.17332 0.246
H -1.70554 2.15103 1.50664 0.226
```

* ΔE to the lowest compared entry with this formula, charge and spin: 118.1 kJ/mol
* frontier orbital gap: 4.61 eV
* charge: +2
* spin multiplicity: 1


No. 4
# C23H17BrN6SeZr

C23H17BrN6SeZr as an isolated structure at a distorted geometry (wB97M-V/def2-TZVPD, the Open Molecules 2025 dataset).

```
49
Properties=species:S:1:pos:R:3:mulliken_charge:R:1
Zr -0.29826 0.57497 -0.48920 0.234
C -1.57780 -2.41838 -4.19138 -0.568
C -2.27644 -2.03668 -3.06750 -0.767
C -1.58257 -1.74711 -1.88979 0.069
C -0.19051 -1.81656 -1.86140 0.056
C 0.51985 -2.18352 -3.01345 -0.363
C -0.18027 -2.49859 -4.15646 -0.766
N 0.43342 -1.32683 -0.69236 0.436
C 1.69248 -1.68980 -0.23464 0.476
C 2.30196 -2.93123 -0.39992 -0.648
C 3.56299 -3.13103 0.12957 -0.607
C 4.24805 -2.12289 0.82629 -0.742
C 3.66496 -0.89276 1.00325 -0.751
C 2.38556 -0.68537 0.47031 0.472
N 1.69043 0.52114 0.53330 1.324
N 2.21327 1.52743 1.07225 -1.258
C 1.38525 2.66356 1.04822 0.111
C 1.89380 3.84516 1.54698 -0.498
C 1.07452 4.96677 1.52538 -0.325
C -0.21095 4.85858 1.01638 -0.845
C -0.64326 3.63796 0.52887 -0.155
N 0.14097 2.54798 0.53128 0.313
H -2.10587 -2.66928 -5.10064 0.436
H -3.35678 -1.99041 -3.08107 0.475
H -2.12613 -1.57652 -0.96364 0.698
H 1.60138 -2.20133 -3.00926 0.568
H 0.35946 -2.79759 -5.04477 0.417
H 1.78807 -3.72475 -0.92457 0.593
H 4.03607 -4.09637 0.00615 0.440
H 5.23447 -2.32046 1.22004 0.435
H 4.16651 -0.09563 1.53330 0.503
H 2.90135 3.86806 1.93548 0.574
H 1.43652 5.91256 1.90540 0.443
H -0.87964 5.70649 0.99030 0.441
H -1.63550 3.51666 0.11436 0.381
Se -2.33553 1.83148 -2.30976 -0.038
C -0.59891 1.61348 -2.62059 0.407
N 0.52045 1.29623 -2.41541 -0.408
Br -1.07185 -0.59524 5.10676 -0.104
C -1.96401 -0.32384 3.48793 -0.631
C -3.34750 -0.42091 3.39125 0.036
C -3.94658 -0.21097 2.15959 -0.980
C -3.15894 0.08862 1.06591 -0.160
N -1.82095 0.18293 1.15722 0.132
C -1.23794 -0.02165 2.35117 0.340
H -3.93968 -0.65847 4.26493 0.489
H -5.01887 -0.27977 2.04494 0.434
H -3.59110 0.25386 0.08828 0.433
H -0.15593 0.05001 2.41073 0.448
```

* ΔE to the lowest compared entry with this formula, charge and spin: 0.0 kJ/mol
* frontier orbital gap: 5.66 eV
* charge: +2
* spin multiplicity: 1